No. 1
Below is a molecular structure, C41H41IrN5OPS2 at a distorted geometry, with properties calculated with ωB97M-V/def2-TZVPD.

Each line ends with the Mulliken charge.
Element x y z (Å)
C: -1.564 -1.314 -1.402  -0.925
H: 4.439 -1.607 1.359  0.318
C: -2.973 0.390 -2.409  -0.566
C: 2.443 -2.357 1.146  0.091
H: 4.173 -3.203 -0.918  0.327
C: -0.305 -0.445 3.061  -0.559
C: 0.278 0.457 5.270  -0.693
C: 1.489 0.432 -6.867  -0.238
H: 1.032 2.311 -7.786  0.377
H: -2.888 -1.996 1.908  0.264
C: -2.642 -1.736 -3.489  -0.327
N: 0.744 0.240 2.552  0.869
H: 2.710 -3.269 4.896  0.423
H: -6.307 0.098 1.604  0.448
C: -0.596 2.157 0.097  0.581
H: -2.815 3.390 0.425  0.387
C: 1.061 -1.563 -3.132  -0.013
O: 0.218 -3.186 1.156  -1.168
H: -3.672 -1.703 4.315  0.432
C: -1.805 -2.168 -2.472  -0.411
H: 2.992 -2.192 -5.300  0.387
H: 0.639 -0.078 -7.305  0.354
C: -5.837 2.178 1.345  -0.635
C: 3.604 -2.075 1.863  -0.403
S: 1.226 0.078 -2.831  -0.189
C: 2.369 -2.214 -0.325  1.042
C: 1.724 0.960 3.349  -0.749
H: 1.910 -2.259 -6.696  0.524
H: 2.047 4.973 0.393  0.400
C: 1.300 4.193 0.309  -0.553
H: 2.522 0.290 3.676  0.349
H: -3.903 -0.167 -4.257  0.420
N: -0.645 -0.212 4.361  0.479
C: 1.472 -3.283 3.153  -0.573
H: -4.050 -0.670 1.013  0.428
N: 1.232 -2.196 -0.934  0.435
C: -2.204 -1.894 2.746  -1.207
C: 1.352 -2.935 1.807  1.170
C: 2.779 2.435 -6.542  -0.421
C: 3.653 -2.259 -1.097  -1.284
H: 2.160 1.736 2.719  0.460
H: 3.462 -2.158 -2.158  0.197
C: -4.265 0.389 1.036  -0.407
C: -3.238 -0.470 -3.459  -0.879
H: -5.076 4.152 0.998  0.440
C: -0.457 2.881 1.288  -0.613
P: -1.633 0.668 0.173  0.906
H: -2.836 -2.395 -4.326  0.452
H: 4.470 2.246 -5.235  0.372
C: 2.115 -1.736 -5.760  -1.164
C: 3.633 1.740 -5.700  -0.639
H: 0.988 -0.262 5.698  0.205
C: -2.839 -1.139 3.895  -0.496
H: 4.614 -2.149 3.757  0.410
H: 0.633 -3.782 3.624  0.510
H: -1.459 -1.865 5.386  0.207
C: -3.264 1.306 0.707  0.572
C: 3.704 -2.373 3.215  -1.117
C: 1.160 3.488 -0.875  -0.857
C: -2.106 -0.038 -1.407  0.689
C: 2.344 -0.274 -6.026  0.614
N: -0.999 -1.219 2.264  0.413
Ir: -0.457 -1.591 0.208  1.508
H: 1.006 -0.034 1.614  -0.126
H: 2.948 3.485 -6.745  0.385
C: -4.852 3.093 1.013  -0.643
C: 2.635 -3.000 3.849  -0.567
H: -3.213 -0.175 3.543  0.131
H: -1.945 -2.911 3.061  0.375
H: -1.084 2.643 2.141  0.668
H: -3.418 1.379 -2.369  0.537
H: 4.069 -0.144 -4.770  0.240
H: -2.161 -0.286 5.759  0.478
S: 0.659 -2.199 -4.766  -0.175
C: -5.542 0.820 1.354  -0.778
N: 1.239 -2.536 -2.283  -1.299
C: 3.412 0.393 -5.444  -0.095
C: 0.212 2.476 -0.984  -0.914
H: -0.314 0.866 6.090  0.480
C: -1.777 -0.910 4.951  -0.714
H: 4.304 -1.446 -0.773  0.351
C: 0.475 3.899 1.391  -0.946
C: 1.703 1.776 -7.126  -0.601
C: 1.022 1.561 4.547  -0.596
H: -1.350 -3.150 -2.513  0.477
H: 0.102 1.936 -1.911  0.577
H: 1.788 3.714 -1.727  0.490
H: 0.310 2.319 4.214  0.176
H: -6.834 2.519 1.592  0.393
H: 1.745 2.030 5.215  0.416
C: -3.568 2.663 0.696  -0.481
H: 0.566 4.459 2.314  0.389

Its electronic energy is -86477.205 eV. The lowest unoccupied orbital energy is -0.121 eV.

---

No. 2
Below is a molecular structure, C41H41LiN2O4S3, with properties calculated with ωB97M-V/def2-TZVPD.

Each line ends with the Mulliken charge.
Element x y z (Å)
N: -2.611 -1.980 3.511  -0.172
H: 1.807 5.458 -4.435  0.412
H: -1.079 3.572 -1.279  0.580
H: -3.089 -0.577 2.076  -0.480
H: -4.010 -0.480 3.564  0.432
Li: 0.406 1.001 2.401  1.056
C: 1.277 2.238 -2.318  0.942
H: 0.348 -5.564 3.786  0.357
C: -4.760 3.571 -0.119  -0.939
C: 2.065 0.742 -0.609  0.748
C: 0.347 2.616 -3.320  -0.506
O: -0.477 1.261 5.672  -0.162
H: 2.018 -1.881 -5.239  0.449
S: 1.815 -0.660 0.467  1.737
H: 1.700 -5.262 2.691  0.393
H: 6.284 -2.145 1.767  0.313
H: -5.235 -2.606 2.938  0.407
C: -1.234 -1.430 -3.183  1.083
C: -5.240 5.667 -1.423  -1.510
C: -2.424 -1.253 -2.430  -1.286
C: -2.116 3.568 -0.971  -0.320
H: 1.084 -2.845 2.559  -0.495
H: 4.951 -3.318 -2.121  0.417
S: -1.511 1.293 0.475  0.872
C: 0.728 -3.465 3.380  0.338
C: -1.479 -2.418 2.930  0.120
C: -2.984 4.555 -1.393  -1.090
H: 3.910 1.280 0.379  0.557
H: -2.587 -1.882 4.513  0.269
C: -1.179 -2.348 -4.258  -1.082
C: -0.126 0.238 -1.745  0.072
C: 3.197 1.559 -0.386  -1.221
C: 5.527 -2.140 0.992  -0.817
H: -3.343 -0.287 -0.780  0.365
C: -1.296 0.359 -1.045  1.344
C: -0.086 -0.681 -2.848  0.789
C: -2.588 2.574 -0.121  -0.353
H: -6.284 5.378 -1.313  0.371
H: 4.124 -0.962 2.148  0.494
H: 3.453 4.838 -2.711  0.455
C: -0.361 1.370 4.294  -0.954
H: 4.217 3.336 -0.952  0.397
H: -2.288 0.236 5.840  0.150
C: 0.700 -4.928 2.972  -1.180
O: 1.882 -0.095 1.864  -0.764
C: 1.113 -1.756 -4.658  -1.132
H: -0.184 4.018 -4.822  0.474
H: 0.000 -3.218 -5.799  0.411
H: -5.080 6.568 -0.828  0.297
C: 3.362 2.692 -1.114  -1.385
C: -4.707 -2.010 2.193  -1.410
H: -5.440 -1.368 1.697  0.388
O: -0.930 0.460 3.655  0.016
C: 7.063 -3.535 -0.433  -1.509
C: -4.319 4.569 -0.977  1.085
H: 0.039 -5.063 2.116  0.238
H: -5.067 5.930 -2.466  0.375
N: -0.573 -2.954 3.772  -0.124
H: 7.509 -3.254 -1.389  0.363
C: 3.375 -1.471 0.216  -0.264
H: 2.810 -2.154 -1.745  0.419
C: 1.666 4.563 -3.843  -0.672
H: 1.974 -0.286 -3.395  0.671
H: 1.401 -3.300 4.224  0.427
C: 2.411 3.053 -2.108  0.770
C: -2.449 -0.392 -1.383  -1.136
H: -3.300 -1.834 -2.689  0.395
H: -0.835 -3.052 4.739  0.264
H: -0.526 2.000 -3.491  0.598
C: 4.328 -1.472 1.215  -0.369
H: -4.282 -2.685 1.450  0.240
C: 5.773 -2.802 -0.202  1.193
S: -1.198 -2.315 1.272  -0.051
C: 4.782 -2.795 -1.187  -0.791
H: -0.835 -0.783 5.850  -0.032
H: 7.786 -3.321 0.353  0.355
O: -0.190 1.931 0.805  -0.990
H: -1.213 0.250 7.258  0.293
C: 1.088 -0.864 -3.624  -0.898
C: 3.581 -2.143 -0.984  -0.497
C: -1.247 0.178 6.172  -0.287
C: 0.537 3.747 -4.061  -1.028
H: -2.624 5.333 -2.056  0.420
C: 1.096 1.066 -1.513  0.078
H: -2.067 -2.921 -4.496  0.455
C: -0.033 -2.512 -4.980  -0.645
C: -3.897 2.576 0.323  -0.193
H: -5.788 3.575 0.221  0.360
C: 2.580 4.221 -2.888  -1.016
H: 6.903 -4.614 -0.453  0.302
C: -3.608 -1.175 2.825  0.489
H: -4.239 1.814 1.012  0.465

Its electronic energy is -87064.627 eV. The lowest unoccupied orbital energy is 0.120 eV.

---

Record-wise relative energy (zero: lowest compared OMol25 entry of this formula, charge and spin) values, in kJ/mol: 398.9 0.0
Record-wise molecular weight values, in g/mol: 907.1 728.9
Record-wise gap between HOMO and LUMO values, in eV: 6.59 6.63